1.
The molecule C5H9NO in a non-equilibrium geometry. Source: OMol25; level of theory: wB97M-V/def2-TZVPD.

The HOMO energy is -8.59 eV. The energy relative to the best compared isomer or geometry (same formula, charge and spin) comes out at 48.90 kcal per mole. The gap between HOMO and LUMO comes out at 9.33 eV. For the largest force on an atom, the calculation gives 1.73 eV/A. Its SMILES is CC(=C=N)[C@H](C)O.

Last columns: bonded neighbours and bond lengths (Å).
Atoms and positions in Å:
1 C -1.5237 -0.0624 -1.1919  C3 1.521, H11 1.087, H12 1.087, H13 1.087
2 C 0.3605 1.5051 0.7712  C4 1.500, H14 1.088, H15 1.091, H16 1.090
3 C -0.6343 -0.7184 -0.1469  C1 1.521, C4 1.516, O6 1.410, H10 1.142
4 C 0.5708 0.1309 0.2066  C2 1.500, C3 1.516, C5 1.305
5 C 1.7224 -0.4504 0.0075  C4 1.305, N7 1.223
6 O -1.4262 -1.0080 0.9826  C3 1.410, H8 0.964
7 N 2.8390 -0.7815 -0.3644  C5 1.223, H9 1.014
8 H -0.8742 -1.4147 1.6598  O6 0.964
9 H 3.4229 -1.3736 0.2154  N7 1.014
10 H -0.1291 -1.6612 -0.5458  C3 1.142
11 H -1.9488 0.8520 -0.7858  C1 1.087
12 H -2.3372 -0.7348 -1.4521  C1 1.087
13 H -0.9444 0.1721 -2.0810  C1 1.087
14 H 1.2648 1.8563 1.2634  C2 1.088
15 H 0.1020 2.2091 -0.0210  C2 1.091
16 H -0.4646 1.4797 1.4825  C2 1.090

---

2.
The molecule C18H20ClNO3S in a non-equilibrium geometry. Source: OMol25; level of theory: wB97M-V/def2-TZVPD.

The HOMO energy is -8.83 eV. The energy relative to the best compared isomer or geometry (same formula, charge and spin) comes out at 6.40 kcal per mole. The gap between HOMO and LUMO comes out at 9.04 eV. For the largest force on an atom, the calculation gives 1.02 eV/A. Its SMILES is O=C(CCS(=O)(=O)Cc1ccc(Cl)cc1)NCCc1ccccc1.

Last columns: bonded neighbours and bond lengths (Å).
Atoms and positions in Å:
1 O -4.3982 -0.7077 -0.8536  C2 1.214
2 C -3.5198 -0.5792 -0.0253  O1 1.214, N3 1.343, C22 1.534
3 N -2.7773 0.5296 0.1249  C2 1.343, H4 1.011, C5 1.447
4 H -1.9639 0.5070 0.7254  N3 1.011
5 C -2.8736 1.6453 -0.7910  N3 1.447, H6 1.093, H7 1.096, C8 1.533
6 H -3.6667 1.3985 -1.5009  C5 1.093
7 H -3.1640 2.5388 -0.2275  C5 1.096
8 C -1.5532 1.8929 -1.5297  C5 1.533, C9 1.505, H20 1.093, H21 1.091
9 C -0.4766 2.4008 -0.6092  C8 1.505, C10 1.391, C14 1.389
10 C -0.6083 3.6368 0.0147  C9 1.391, C11 1.383, H19 1.081
11 C 0.3694 4.1021 0.8747  C10 1.383, C12 1.385, H18 1.081
12 C 1.4971 3.3370 1.1215  C11 1.385, C13 1.384, H17 1.080
13 C 1.6433 2.1111 0.4965  C12 1.384, C14 1.384, H16 1.080
14 C 0.6643 1.6477 -0.3650  C9 1.389, C13 1.384, H15 1.079
15 H 0.7830 0.6903 -0.8485  C14 1.079
16 H 2.5218 1.5102 0.6788  C13 1.080
17 H 2.2606 3.6991 1.7945  C12 1.080
18 H 0.2532 5.0647 1.3520  C11 1.081
19 H -1.4812 4.2445 -0.1809  C10 1.081
20 H -1.7381 2.6268 -2.3179  C8 1.093
21 H -1.2307 0.9576 -1.9885  C8 1.091
22 C -3.2033 -1.6933 0.9802  C2 1.534, C23 1.518, H43 1.090, H44 1.092
23 C -2.2204 -2.6744 0.3668  C22 1.518, H24 1.087, H25 1.086, S26 1.833
24 H -2.0142 -3.5112 1.0299  C23 1.087
25 H -2.5532 -3.0230 -0.6068  C23 1.086
26 S -0.6315 -1.8022 0.0957  C23 1.833, O27 1.441, O28 1.435, C29 1.843
27 O -0.4356 -0.8776 1.1827  S26 1.441
28 O -0.6081 -1.2706 -1.2372  S26 1.435
29 C 0.6927 -3.0795 0.2075  S26 1.843, C30 1.487, H41 1.085, H42 1.086
30 C 1.9518 -2.3068 0.0416  C29 1.487, C31 1.391, C35 1.390
31 C 2.3977 -1.9638 -1.2306  C30 1.391, C32 1.382, H40 1.079
32 C 3.5077 -1.1567 -1.3951  C31 1.382, C33 1.386, H39 1.078
33 C 4.1780 -0.6860 -0.2766  C32 1.386, C34 1.386, Cl38 1.727
34 C 3.7445 -1.0129 0.9991  C33 1.386, C35 1.382, H37 1.079
35 C 2.6290 -1.8149 1.1515  C30 1.390, C34 1.382, H36 1.079
36 H 2.2775 -2.0546 2.1432  C35 1.079
37 H 4.2699 -0.6347 1.8620  C34 1.079
38 Cl 5.5623 0.3270 -0.4739  C33 1.727
39 H 3.8479 -0.8865 -2.3821  C32 1.078
40 H 1.8622 -2.3188 -2.0974  C31 1.079
41 H 0.6057 -3.5429 1.1850  C29 1.085
42 H 0.5116 -3.7865 -0.5960  C29 1.086
43 H -2.7758 -1.2757 1.8919  C22 1.090
44 H -4.1375 -2.2084 1.2136  C22 1.092

---

Which of these has the lowest HOMO energy?
C18H20ClNO3S

---

What did the first record say?
The molecule C5H9NO in a non-equilibrium geometry. Source: OMol25; level of theory: wB97M-V/def2-TZVPD.

The HOMO energy is -8.59 eV. The energy relative to the best compared isomer or geometry (same formula, charge and spin) comes out at 48.90 kcal per mole. The gap between HOMO and LUMO comes out at 9.33 eV. For the largest force on an atom, the calculation gives 1.73 eV/A. Its SMILES is CC(=C=N)[C@H](C)O.

Last columns: bonded neighbours and bond lengths (Å).
Atoms and positions in Å:
1 C -1.5237 -0.0624 -1.1919  C3 1.521, H11 1.087, H12 1.087, H13 1.087
2 C 0.3605 1.5051 0.7712  C4 1.500, H14 1.088, H15 1.091, H16 1.090
3 C -0.6343 -0.7184 -0.1469  C1 1.521, C4 1.516, O6 1.410, H10 1.142
4 C 0.5708 0.1309 0.2066  C2 1.500, C3 1.516, C5 1.305
5 C 1.7224 -0.4504 0.0075  C4 1.305, N7 1.223
6 O -1.4262 -1.0080 0.9826  C3 1.410, H8 0.964
7 N 2.8390 -0.7815 -0.3644  C5 1.223, H9 1.014
8 H -0.8742 -1.4147 1.6598  O6 0.964
9 H 3.4229 -1.3736 0.2154  N7 1.014
10 H -0.1291 -1.6612 -0.5458  C3 1.142
11 H -1.9488 0.8520 -0.7858  C1 1.087
12 H -2.3372 -0.7348 -1.4521  C1 1.087
13 H -0.9444 0.1721 -2.0810  C1 1.087
14 H 1.2648 1.8563 1.2634  C2 1.088
15 H 0.1020 2.2091 -0.0210  C2 1.091
16 H -0.4646 1.4797 1.4825  C2 1.090

---

What is the largest force on an atom in the first record?
1.73 eV/A

---

gap between HOMO and LUMO of number 2 (C18H20ClNO3S)?
9.04 eV